Below is a structure of composition C24H39BeBrCaClF7NNaO16P3S in a non-equilibrium geometry, with properties calculated with ωB97M-V/def2-TZVPD.

Total charge ... +1
Lowest unoccupied orbital energy ... -7.43 eV
E_tot ... -8206.28921 a.u.
Molecular weight ... 1042.979 g mol⁻¹
Gap between HOMO and LUMO ... 1.3 eV

Last column: Mulliken charge in e.
Geometry (Å):
C: -3.718 3.198 1.063  -1.1086
C: -3.429 2.700 -0.326  0.2773
O: -4.342 1.665 -0.711  -0.4100
C: -3.850 0.401 -0.642  0.1338
O: -3.219 -0.097 -1.529  -0.5746
C: -4.239 -0.219 0.668  1.2924
C: -3.974 -1.716 0.833  -0.2717
C: -3.123 -2.064 2.078  -1.2825
C: -1.691 -1.654 1.824  0.5911
C: -1.058 -2.393 0.801  -0.7729
C: 0.237 -2.059 0.454  0.2394
C: 0.916 -1.037 1.102  -0.3421
C: 0.317 -0.333 2.136  -0.6399
C: -1.011 -0.637 2.513  0.1721
C: -1.748 0.094 3.619  0.8697
P: -1.013 1.616 4.258  1.1982
O: -0.398 2.422 3.214  -0.6080
O: -0.026 1.247 5.548  -0.4052
O: -2.221 2.457 4.964  -0.8641
C: 2.252 -0.873 0.461  -0.2524
O: 3.163 -0.128 0.663  -0.6260
N: 2.228 -1.854 -0.521  0.1580
C: 1.109 -2.635 -0.623  0.1226
O: 0.904 -3.532 -1.387  -0.6348
H: -3.177 2.661 1.823  -0.0489
H: -3.527 4.261 1.153  0.5542
H: -4.780 3.076 1.232  0.2748
H: -3.580 3.489 -1.056  0.4327
H: -2.382 2.405 -0.404  -0.1266
H: -3.629 0.313 1.393  -1.2017
H: -5.267 0.040 0.877  0.6517
H: -4.944 -2.197 0.984  -0.5459
H: -3.562 -2.161 -0.058  0.7360
H: -3.116 -3.147 2.138  0.4967
H: -3.519 -1.622 2.982  0.5080
H: -1.572 -3.175 0.266  0.6684
H: 0.862 0.466 2.598  0.8174
H: -1.853 -0.560 4.487  0.4540
H: -2.756 0.339 3.307  -0.6815
H: -0.098 1.952 6.224  0.2914
H: -3.089 2.134 4.628  0.4034
H: 2.927 -1.877 -1.248  0.2141
Be: -2.680 1.470 6.802  0.3495
Cl: 1.450 -0.630 5.012  -0.3026
C: 5.773 -2.813 6.065  -0.5938
C: 5.301 -3.920 7.004  -0.5243
C: 3.787 -3.787 6.899  -0.4382
O: 3.512 -3.309 5.583  -0.3422
C: 4.722 -2.874 4.964  -0.2624
H: 6.786 -2.952 5.692  0.3411
H: 5.726 -1.848 6.575  0.2726
H: 5.621 -4.893 6.623  0.2542
H: 5.667 -3.819 8.024  0.3280
H: 3.402 -3.054 7.617  0.2561
H: 3.267 -4.732 7.057  0.2662
H: 4.997 -3.605 4.194  0.2399
H: 4.555 -1.910 4.483  0.2123
C: -0.629 0.303 -3.736  -0.3583
C: -0.392 0.899 -2.368  0.3189
O: 1.005 0.619 -2.106  -0.1530
S: 1.846 0.643 -3.430  1.1443
O: 2.460 1.930 -3.577  -0.6518
O: 2.578 -0.559 -3.531  -0.5860
O: 0.611 0.582 -4.474  -0.3510
H: -0.757 -0.778 -3.690  0.3536
H: -1.482 0.746 -4.241  0.3778
H: -1.025 0.454 -1.604  -0.2523
H: -0.526 1.982 -2.365  0.1605
F: -4.645 1.246 3.298  -0.2866
P: -6.149 1.786 3.905  0.9159
F: -5.480 1.013 5.226  -0.3570
F: -5.636 3.252 3.350  -0.3406
F: -7.453 0.817 4.158  -0.3360
F: -6.649 1.573 2.348  -0.3159
F: -6.860 2.766 5.011  -0.3109
C: 4.732 1.331 -6.548  -0.5315
O: 4.182 2.377 -7.437  -0.3904
P: 3.779 2.022 -9.047  1.1184
O: 4.200 3.247 -9.739  -0.5672
O: 2.136 2.142 -8.620  -0.5324
C: 1.699 1.285 -7.586  -0.7746
O: 3.413 0.956 -10.193  -0.2714
C: 4.375 0.772 -11.267  -0.6409
H: 5.642 1.716 -6.099  0.2835
H: 4.019 1.098 -5.756  0.1507
H: 4.969 0.419 -7.094  0.3744
H: 1.773 1.838 -6.650  0.2934
H: 2.286 0.375 -7.479  0.3425
H: 0.648 1.015 -7.759  0.6307
H: 5.399 0.808 -10.904  0.3522
H: 4.220 1.549 -12.010  0.2989
H: 4.184 -0.202 -11.707  0.2621
Ca: 1.345 3.349 -6.818  1.5575
Br: 1.441 3.204 5.128  -0.1953
F: -5.792 -3.834 0.015  -0.9037
Na: -7.002 -3.492 1.518  0.9551